[1]
{"formula": "C4H10N2OS", "method": "ωB97M-V/def2-TZVPD", "elements": ["C", "C", "C", "C", "N", "N", "O", "S", "H", "H", "H", "H", "H", "H", "H", "H", "H", "H"], "positions_angstrom": [[-0.348, -1.507, -0.705], [-0.083, -0.715, 0.368], [-0.173, -1.053, -2.025], [-0.318, -0.960, 1.777], [0.964, 1.287, -1.199], [-0.677, 2.028, 0.620], [1.590, 1.292, 1.282], [0.599, 0.959, 0.267], [-0.502, -2.538, -0.347], [0.066, -1.872, -2.742], [-1.029, -0.570, -2.299], [0.691, -0.355, -1.981], [0.634, -0.774, 2.350], [-0.613, -2.054, 1.906], [-1.022, -0.292, 2.111], [1.667, 2.047, -1.214], [-0.710, 2.146, 1.638], [-0.736, 2.930, 0.194]], "lowdin_charge": [-0.172, -0.335, -0.127, -0.089, -0.254, -0.103, -0.361, 0.677, 0.120, 0.104, 0.064, 0.050, 0.110, 0.118, 0.049, 0.041, 0.057, 0.050], "de_lowest_ev": 1.629, "molar_mass_g_mol": 134.2, "multiplicity": 3, "homo_ev": [-5.8526, -9.3624], "total_charge": 0}

***

[2]
{"formula": "C20H38IrN2O2PS4", "method": "ωB97M-V/def2-TZVPD", "elements": ["Ir", "C", "C", "S", "C", "C", "S", "C", "C", "S", "C", "C", "S", "H", "H", "H", "H", "H", "H", "H", "H", "H", "H", "H", "H", "H", "H", "H", "H", "C", "C", "C", "C", "C", "C", "C", "C", "C", "C", "H", "H", "H", "H", "H", "H", "H", "H", "H", "H", "H", "H", "N", "C", "P", "O", "O", "C", "N", "H", "H", "H", "H", "H", "H", "H", "H", "H", "H"], "positions_angstrom": [[1.121, 0.363, -0.228], [3.104, -1.967, -0.999], [2.321, -2.708, 0.069], [1.056, -1.648, 0.850], [2.089, -1.176, 2.317], [1.622, 0.062, 3.060], [1.273, 1.525, 2.049], [2.784, 2.418, 1.634], [2.386, 3.286, 0.432], [1.939, 2.417, -1.114], [3.609, 2.045, -1.753], [3.781, 0.569, -2.020], [3.474, -0.262, -0.462], [2.478, -1.860, -1.884], [4.020, -2.505, -1.243], [2.952, -3.085, 0.874], [1.791, -3.549, -0.377], [3.106, -1.033, 1.962], [2.093, -2.030, 2.998], [2.338, 0.310, 3.843], [0.669, -0.123, 3.556], [3.608, 1.739, 1.415], [3.078, 3.079, 2.450], [3.190, 3.979, 0.182], [1.509, 3.894, 0.670], [4.327, 2.402, -1.015], [3.754, 2.614, -2.669], [4.775, 0.349, -2.404], [3.022, 0.226, -2.724], [-3.050, 0.707, -0.622], [-1.822, 1.197, 0.172], [-1.805, 0.450, 1.500], [-0.594, 0.944, -0.654], [-1.835, 2.721, 0.345], [-1.725, 3.314, 1.600], [-1.710, 4.698, 1.733], [-1.794, 5.511, 0.613], [-1.900, 4.929, -0.644], [-1.919, 3.549, -0.775], [-2.936, -0.359, -0.838], [-3.173, 1.232, -1.568], [-3.958, 0.855, -0.036], [-1.704, -0.613, 1.292], [-2.736, 0.608, 2.051], [-0.981, 0.746, 2.146], [-0.743, 1.323, -1.664], [-1.661, 2.712, 2.496], [-1.639, 5.138, 2.720], [-1.787, 6.588, 0.718], [-1.975, 5.552, -1.526], [-2.009, 3.125, -1.768], [-2.188, -3.281, -3.527], [-2.642, -4.217, -2.431], [-1.424, -3.964, -1.043], [-0.784, -5.240, -0.621], [-0.658, -2.760, -1.513], [-2.417, -3.547, 0.464], [-1.504, -3.973, 1.584], [-1.769, -3.781, -4.309], [-1.448, -2.691, -3.053], [-2.939, -2.701, -3.892], [-2.612, -5.241, -2.793], [-3.664, -3.965, -2.157], [-3.313, -4.163, 0.528], [-2.670, -2.499, 0.575], [-0.731, -3.286, 1.688], [-1.075, -4.863, 1.259], [-1.978, -4.086, 2.478]], "lowdin_charge": [0.541, -0.453, -0.451, 0.765, -0.463, -0.465, 0.895, -0.476, -0.475, 0.855, -0.471, -0.488, 0.837, 0.077, 0.103, 0.092, 0.077, 0.050, 0.096, 0.101, 0.078, 0.059, 0.097, 0.096, 0.078, 0.088, 0.096, 0.105, 0.084, -0.024, -0.562, -0.086, -0.275, -0.185, -0.049, -0.063, -0.070, -0.061, -0.043, 0.068, 0.083, 0.101, 0.044, 0.106, 0.004, 0.042, 0.099, 0.112, 0.112, 0.112, 0.110, 0.135, -0.149, 0.406, -0.319, -0.372, -0.171, 0.128, 0.168, 0.108, 0.164, 0.110, 0.106, 0.113, 0.080, 0.089, 0.132, 0.169], "de_lowest_ev": 1.209, "molar_mass_g_mol": 690.0, "homo_ev": -11.5416, "total_charge": 2}

***

[3]
{"formula": "C4H5N3OS", "method": "ωB97M-V/def2-TZVPD", "elements": ["C", "C", "C", "C", "N", "N", "N", "O", "S", "H", "H", "H", "H", "H"], "positions_angstrom": [[-1.850, -0.974, -0.340], [-1.462, -0.155, -1.370], [-1.576, 0.997, 0.921], [1.832, 0.532, 0.631], [-1.682, -0.348, 0.910], [2.532, -0.069, -0.115], [1.265, 0.747, 1.655], [3.547, 0.280, -0.992], [-1.315, 1.458, -0.728], [-2.184, -2.025, -0.265], [-1.499, -0.209, -2.394], [-1.700, -0.729, 1.829], [0.290, 0.906, 1.802], [3.801, -0.409, -1.545]], "lowdin_charge": [-0.177, -0.370, -0.426, -0.342, -0.118, 0.030, 0.177, -0.001, 0.918, 0.121, 0.025, 0.120, -0.017, 0.058], "de_lowest_ev": 6.279, "molar_mass_g_mol": 143.2, "homo_ev": -8.7870, "total_charge": 0}

***

- Which formula does entry 3 have?
  C4H5N3OS